1.
{"formula": "C27H43BrN2O2P2Pd", "method": "ωB97M-V with the def2-TZVPD basis set", "gap_ev": [7.397, 4.063], "multiplicity": 3, "s_squared": 2.01, "relative_energy_kj_mol": 20.6, "e_lumo_ha": [-0.209, -0.332], "charge": 2, "elements": ["C", "C", "C", "C", "N", "C", "C", "C", "C", "C", "C", "C", "C", "C", "Pd", "P", "H", "H", "H", "H", "H", "H", "H", "H", "C", "C", "H", "H", "H", "H", "H", "C", "C", "H", "H", "H", "H", "H", "C", "C", "H", "H", "H", "H", "H", "Br", "P", "C", "C", "H", "H", "H", "H", "H", "C", "C", "H", "H", "H", "H", "H", "C", "C", "H", "H", "H", "H", "H", "N", "C", "C", "O", "O", "H", "H", "H", "H", "H"], "positions_angstrom": [[-0.62453, 6.89299, -3.56971], [-0.77074, 5.51428, -3.88646], [-1.10728, 5.25115, -5.23842], [-1.25795, 6.30263, -6.17487], [-1.09119, 7.57038, -5.80966], [-0.78829, 7.89435, -4.55751], [-0.64814, 4.45768, -2.88480], [-0.66964, 3.69793, -1.92493], [-0.81452, 2.81185, -0.82100], [0.12023, 2.78252, 0.20752], [0.05470, 1.83245, 1.21180], [-1.01918, 0.86066, 1.22806], [-2.11718, 1.07470, 0.31878], [-1.98510, 2.04595, -0.66483], [0.13762, -0.15859, -0.36347], [1.80985, -1.21846, 0.96162], [-1.27342, 4.24532, -5.61379], [-0.39144, 7.24307, -2.56704], [-1.51491, 6.12132, -7.22905], [-0.67395, 8.96611, -4.33505], [-2.84853, 2.31438, -1.27221], [0.87965, 3.55941, 0.29892], [-3.08944, 0.63241, 0.48072], [0.77620, 1.92733, 2.01111], [2.09805, -2.63868, 2.12521], [3.09222, -3.71172, 1.69177], [1.11911, -3.06971, 2.38229], [2.46505, -2.14781, 3.04323], [3.19667, -4.47503, 2.46674], [2.79224, -4.23432, 0.78329], [4.09030, -3.29744, 1.53925], [2.41015, -1.73253, -0.72131], [3.19726, -0.61890, -1.40287], [1.53592, -1.99637, -1.33791], [3.01896, -2.61822, -0.54354], [3.09798, -0.71101, -2.49300], [2.85853, 0.39799, -1.14752], [4.26251, -0.69868, -1.15716], [3.05249, -0.05182, 1.63338], [4.49409, -0.52167, 1.68657], [2.71566, 0.16732, 2.67395], [2.94359, 0.86985, 1.05675], [5.11889, 0.35336, 1.88844], [4.68497, -1.22359, 2.50502], [4.86135, -0.97225, 0.76052], [-1.27555, -0.14205, 2.84764], [-2.36110, -3.11229, -1.13632], [-0.58262, -3.48533, -1.19963], [-0.30171, -4.96091, -1.55644], [-0.16791, -3.21881, -0.20495], [-0.15243, -2.82685, -1.97723], [0.76474, -5.07984, -1.80992], [-0.53615, -5.62499, -0.70798], [-0.90425, -5.27235, -2.42641], [-2.85846, -2.95694, 0.61787], [-4.28866, -3.52510, 0.83934], [-2.76803, -1.89050, 0.90871], [-2.13614, -3.54368, 1.21730], [-4.47938, -3.61114, 1.92411], [-5.05175, -2.86448, 0.38744], [-4.36939, -4.53069, 0.38459], [-2.66427, -1.51667, -1.95261], [-2.95505, -1.72384, -3.45317], [-1.78986, -0.85073, -1.78458], [-3.54280, -1.06748, -1.45902], [-3.30481, -0.78136, -3.89249], [-2.05212, -2.04462, -3.98842], [-3.73417, -2.48416, -3.60777], [-0.70339, 1.00526, 5.75701], [0.62002, 0.35062, 5.95110], [1.41346, 0.78473, 4.71648], [2.36979, 0.02052, 4.40613], [0.98856, 1.82354, 4.15403], [-0.47234, 1.91954, 5.30397], [-1.27219, 1.07480, 6.60838], [-1.20435, 0.47132, 5.01240], [1.07051, 0.69551, 6.88189], [0.50292, -0.72161, 5.99968]], "lowdin_spin": [0.003, 0.003, 0.003, -0.001, 0.002, 0.000, 0.029, 0.001, 0.041, -0.008, 0.055, 0.005, 0.016, 0.017, 0.532, 0.168, 0.000, 0.000, 0.000, 0.000, 0.000, -0.001, 0.001, 0.001, 0.034, 0.009, 0.003, 0.001, 0.001, 0.001, 0.000, 0.039, 0.003, 0.012, 0.007, 0.000, 0.001, 0.000, 0.020, 0.009, 0.001, 0.000, 0.002, 0.000, 0.000, 0.002, 0.603, 0.094, 0.018, 0.016, 0.003, 0.000, 0.000, 0.004, 0.089, 0.017, 0.015, 0.001, 0.000, 0.000, 0.004, 0.088, 0.016, 0.016, 0.000, 0.000, 0.000, 0.004, 0.000, 0.000, 0.000, 0.000, 0.000, 0.000, 0.000, 0.000, 0.000, 0.000]}



2.
{"formula": "C27H43CdGe2SbTe", "method": "ωB97M-V with the def2-TZVPD basis set", "gap_ev": 6.635, "e_lumo_ha": -0.259, "charge": 2, "elements": ["Cd", "C", "C", "Ge", "C", "C", "C", "C", "Ge", "C", "C", "C", "C", "C", "C", "C", "C", "C", "C", "H", "H", "H", "H", "H", "H", "H", "H", "H", "H", "H", "H", "H", "H", "H", "H", "H", "H", "H", "H", "H", "H", "H", "H", "H", "H", "C", "Sb", "C", "C", "H", "H", "H", "H", "H", "H", "H", "H", "H", "C", "Te", "C", "C", "C", "C", "C", "C", "C", "H", "H", "H", "H", "H", "H", "H", "H"], "positions_angstrom": [[-0.66516, 0.11154, -0.56690], [-2.91023, 3.18374, 0.19271], [-1.57039, 3.22541, 0.92261], [-1.00569, 1.52818, 1.67967], [0.66200, 1.62573, 2.64989], [1.22975, 0.26732, 3.05863], [-2.39435, 0.69189, 2.70274], [-2.68949, -0.60422, 2.64785], [-1.76449, -1.63484, 1.29973], [-0.32070, -2.84021, 1.73033], [-0.80581, -4.15967, 2.35467], [-2.78760, -2.09369, -0.30440], [-3.84267, -3.19398, -0.09159], [-3.64474, -1.33721, 3.51351], [-4.33037, -0.70201, 4.55144], [-5.22746, -1.40594, 5.33448], [-5.45527, -2.75857, 5.10364], [-4.77429, -3.40864, 4.08729], [-3.87922, -2.69456, 3.30478], [-3.22461, 4.18609, -0.10085], [-3.70138, 2.76083, 0.81396], [-2.84105, 2.58361, -0.71518], [-1.61303, 3.87984, 1.79893], [-0.77481, 3.61314, 0.28535], [0.39912, 2.22774, 3.52615], [1.37001, 2.20939, 2.06149], [0.50999, -0.30814, 3.64568], [2.12354, 0.39021, 3.67054], [1.51230, -0.32884, 2.18641], [-2.89335, 1.33693, 3.42827], [0.36084, -2.31707, 2.40011], [0.20427, -3.01955, 0.79020], [-1.27681, -4.00230, 3.32309], [0.05233, -4.81405, 2.51074], [-1.50671, -4.69500, 1.71259], [-2.06352, -2.39976, -1.06356], [-3.27491, -1.17844, -0.64938], [-3.40909, -4.11921, 0.28725], [-4.31100, -3.42410, -1.04937], [-4.62467, -2.87667, 0.59477], [-4.16349, 0.34790, 4.75808], [-5.75173, -0.89884, 6.13382], [-6.15933, -3.30308, 5.71908], [-4.93938, -4.46266, 3.90462], [-3.35225, -3.22415, 2.51743], [1.54028, -3.64805, -2.83299], [1.10223, -1.63985, -2.29703], [3.07956, -1.05521, -1.75343], [1.06764, -0.78679, -4.24808], [2.34748, -3.57892, -3.56047], [0.67683, -4.13813, -3.27598], [1.87243, -4.20353, -1.95882], [3.72300, -1.19100, -2.62165], [3.43566, -1.68571, -0.93979], [3.11529, -0.01443, -1.43808], [2.00898, -1.04147, -4.73270], [0.97896, 0.29765, -4.19440], [0.23942, -1.19047, -4.82704], [-2.38407, 2.62815, -3.66866], [-2.17007, 0.58752, -3.06658], [-4.23071, 0.75044, -2.52321], [-4.74658, 1.81308, -3.46851], [-6.10032, 1.89986, -3.77370], [-6.55302, 2.88135, -4.64161], [-5.65677, 3.77573, -5.21159], [-4.30575, 3.69416, -4.91099], [-3.84800, 2.71589, -4.03480], [-1.71461, 2.82456, -4.50165], [-2.11745, 3.27205, -2.83307], [-4.31229, 1.03730, -1.47691], [-4.70935, -0.21516, -2.66927], [-6.80003, 1.19527, -3.34020], [-7.60533, 2.93993, -4.88537], [-6.00885, 4.53060, -5.90190], [-3.60671, 4.38841, -5.36174]], "lowdin_charge": [0.915, -0.172, -0.376, 0.818, -0.374, -0.178, -0.253, -0.354, 0.932, -0.347, -0.137, -0.403, -0.133, -0.238, -0.019, -0.046, -0.049, -0.048, -0.076, 0.088, 0.075, 0.000, 0.082, 0.065, 0.082, 0.069, 0.066, 0.084, 0.048, 0.074, 0.046, 0.042, 0.073, 0.086, 0.066, 0.027, 0.013, 0.069, 0.085, 0.074, 0.110, 0.118, 0.118, 0.118, 0.058, -0.290, 1.144, -0.320, -0.352, 0.026, 0.016, 0.015, 0.021, 0.013, 0.005, 0.023, -0.003, 0.004, -0.385, 1.230, -0.409, -0.301, -0.025, -0.050, -0.049, -0.022, -0.302, 0.066, 0.053, 0.049, 0.064, 0.122, 0.117, 0.117, 0.124]}



3.
{"formula": "C27H43Cl2F9N3O5RuSi", "method": "ωB97M-V with the def2-TZVPD basis set", "gap_ev": [7.405, 4.811], "multiplicity": 6, "s_squared": 8.76, "relative_energy_kj_mol": 0.0, "e_lumo_ha": [0.004, -0.092], "elements": ["C", "C", "H", "H", "H", "C", "C", "H", "H", "H", "H", "Ru", "Cl", "C", "O", "N", "C", "C", "H", "H", "H", "H", "H", "H", "H", "H", "H", "C", "C", "N", "H", "C", "O", "H", "H", "H", "H", "H", "H", "C", "C", "N", "H", "C", "O", "H", "H", "H", "H", "O", "C", "C", "C", "H", "C", "H", "C", "H", "C", "C", "H", "H", "H", "Si", "Cl", "C", "C", "C", "H", "H", "H", "H", "H", "H", "H", "H", "H", "F", "C", "F", "F", "C", "O", "C", "F", "F", "F", "C", "F", "F", "F"], "positions_angstrom": [[-2.89961, 0.53071, -6.77245], [-3.05887, -0.81887, -7.41230], [-2.03577, 1.04642, -7.23026], [-2.71016, 0.39001, -5.69893], [-3.81423, 1.14928, -6.90851], [-3.12121, -0.93851, -8.76642], [-2.92224, 0.17840, -9.73934], [-3.38269, -1.86922, -9.25986], [-2.00964, 0.75020, -9.54116], [-3.75390, 0.89462, -9.79059], [-2.81343, -0.23998, -10.74796], [-0.60093, -1.55066, -2.34488], [-2.85753, -1.52641, -2.18073], [-1.48082, -3.39917, -0.32736], [-0.54963, -2.61565, -0.71476], [-1.34805, -4.70928, -0.40561], [-0.11672, -5.36420, -0.85897], [-2.49672, -5.56299, -0.17513], [-2.41004, -3.00298, 0.10226], [0.78036, -4.81939, -0.55521], [-0.10495, -5.48672, -1.95252], [-0.10381, -6.37345, -0.41851], [-3.10700, -5.13521, 0.61962], [-2.13770, -6.56204, 0.09467], [-3.10588, -5.62441, -1.08582], [2.57873, -1.73451, 1.40769], [0.24548, -2.25768, 3.09773], [2.18612, -0.70799, 1.34523], [0.53672, -1.19470, 3.13609], [0.80299, -0.67461, 1.80538], [2.24645, -0.34356, 0.31582], [-0.20899, -0.34788, 0.97541], [-0.08012, 0.09624, -0.17394], [-0.28356, -0.62353, 3.59057], [-1.21085, -0.54585, 1.39361], [2.80438, -0.07651, 2.00193], [1.43385, -1.08797, 3.75434], [2.20489, 3.20610, -2.90119], [1.80927, 0.47581, -5.09344], [3.02364, 2.46681, -2.90866], [2.75123, 0.61702, -4.56784], [2.53359, 1.13174, -3.22183], [3.51860, 2.47530, -1.92788], [1.82302, 0.46752, -2.30684], [1.39116, -0.70913, -2.49688], [3.29153, -0.32991, -4.54434], [1.63355, 1.03333, -1.37537], [3.74397, 2.75089, -3.68091], [3.34797, 1.36149, -5.09273], [-2.50122, -1.97973, -5.30492], [-3.36730, -1.96414, -6.43079], [-2.75067, -3.83451, -8.08166], [-3.58621, -3.31584, -7.08963], [-1.91564, -3.22626, -8.41535], [-2.96257, -5.11864, -8.63285], [-4.37226, -1.69386, -6.05780], [-4.66987, -4.09692, -6.67038], [-2.25908, -5.49203, -9.39860], [-4.07166, -5.86825, -8.23156], [-4.90958, -5.37026, -7.21913], [-5.33018, -3.68505, -5.91288], [-4.21261, -6.87926, -8.64603], [-5.75802, -5.97923, -6.87015], [-0.95400, -2.79661, -4.78045], [0.01903, -1.05676, -5.53934], [-0.07464, -3.70259, -6.28245], [-2.09607, -4.28273, -4.20729], [0.46574, -3.38411, -3.47927], [-0.65223, -4.54610, -6.65977], [0.89496, -4.09919, -5.95763], [0.15480, -3.04343, -7.13131], [1.37013, -2.79423, -3.43500], [0.64630, -4.39352, -3.91269], [0.06729, -3.56705, -2.48484], [-2.73852, -4.63471, -5.03718], [-2.74182, -3.93420, -3.39136], [-1.53618, -5.17228, -3.88540], [0.08614, 4.15310, 5.08254], [0.82693, 4.72611, 4.10026], [0.30395, 5.96809, 3.87026], [2.10887, 4.86528, 4.53917], [0.79237, 3.88713, 2.87965], [-0.41322, 3.65487, 2.35224], [-1.33811, 2.72550, 2.89923], [-0.74518, 1.89476, 3.77212], [-2.31841, 3.41484, 3.48302], [-1.83407, 2.01304, 1.88567], [1.94377, 3.05005, 2.47476], [2.16848, 2.10512, 3.46038], [1.67765, 2.37319, 1.31859], [3.09634, 3.75202, 2.29140]], "lowdin_spin": [0.000, 0.000, 0.000, 0.000, 0.000, 0.000, 0.000, 0.000, 0.000, 0.000, 0.000, 3.265, 0.246, 0.045, 0.078, 0.033, 0.004, 0.003, 0.004, 0.001, 0.002, 0.001, 0.001, 0.000, 0.001, 0.000, 0.000, 0.000, 0.001, 0.003, 0.000, 0.004, 0.025, 0.000, 0.000, 0.000, 0.000, 0.000, 0.000, 0.001, 0.001, 0.011, 0.000, 0.014, 0.059, 0.000, 0.001, 0.000, 0.000, 0.003, 0.000, 0.000, 0.000, 0.000, 0.000, 0.000, 0.000, 0.000, 0.000, 0.000, 0.000, 0.000, 0.000, 0.028, 0.036, 0.008, 0.007, 0.080, 0.001, 0.001, 0.001, 0.007, 0.014, 0.007, 0.000, 0.001, 0.001, 0.032, 0.055, 0.024, 0.006, 0.583, 0.124, 0.035, 0.006, 0.002, 0.003, 0.059, 0.048, 0.004, 0.018]}



| no. | energy (Eh) |
| --- | --- |
| 1 | -4698.5079 |
| 2 | -5883.8396 |
| 3 | -3798.5240 |